This record from OMol25 describes a structure of composition C13H22ClI2NOPPr. The level of theory is the ωB97M-V functional and the def2-TZVPD basis.

Summary:
- charge = +2
- LUMO (alpha / beta) (eV) = -9.294 / -9.295
- <S²> = 2.00
- orbital gap (alpha / beta) (eV) = 5.247 / 5.244
- HOMO (alpha / beta) (eV) = -14.54 / -14.54
- multiplicity = 3

Structure (XYZ):
```
42
Properties=species:S:1:pos:R:3:forces:R:3
I -1.630451 -1.436867 -1.188627 0.399 1.996 -0.059
I -1.437603 1.504736 -1.174363 1.414 -1.643 0.310
Pr 2.006118 -0.171024 -0.866410 -0.419 0.397 0.626
P 0.866862 0.162062 -3.723815 0.399 0.147 -1.364
C -0.800926 0.199761 -4.465702 -0.293 -0.129 0.360
C 1.613843 1.585592 -4.621954 0.192 0.257 0.755
H 2.636809 -1.381154 -4.298690 -0.103 -0.075 -0.331
H 1.638205 -0.976846 -5.748707 0.024 -0.157 0.322
H 1.021447 -2.120127 -4.495963 0.212 0.037 -0.185
C 1.619641 -1.219262 -4.677835 -0.063 -0.061 0.562
H 2.612479 1.775942 -4.211472 -0.102 0.002 -0.250
H 1.684722 1.377980 -5.694341 -0.101 0.022 0.217
H -0.695959 0.199245 -5.562886 -0.125 0.045 0.436
H -1.334595 1.095694 -4.114807 0.141 -0.302 -0.397
H 1.009249 2.484390 -4.446178 0.128 -0.164 -0.126
H -1.362760 -0.685492 -4.135959 0.059 0.250 -0.311
C -4.144127 0.587231 -1.203127 -2.610 -0.864 -0.109
O -5.124923 0.036249 -1.321708 0.977 0.549 0.088
Cl 4.254393 0.595444 -1.652858 -0.234 -0.097 0.114
C -1.973751 0.370955 2.655832 -0.599 0.319 0.245
N -1.533564 -0.956261 3.154030 0.326 -0.354 -0.017
C -2.622155 -1.966665 3.020990 -0.143 0.015 0.008
C -0.245643 -1.445825 2.488884 0.160 -0.058 0.187
C 0.819530 -0.395458 2.645447 0.536 0.393 1.131
C 1.088816 0.062635 3.945675 -0.223 -0.149 -0.478
C 1.907121 1.174481 4.128948 0.126 0.227 0.051
C 2.474944 1.834294 3.039968 0.136 -0.050 -0.578
C 2.275761 1.310851 1.739576 0.243 0.239 1.454
C 1.504014 0.181814 1.580957 -1.026 -0.810 -2.422
H -2.122532 0.313923 1.577282 0.011 -0.051 0.136
H -1.232521 1.126914 2.898351 0.053 -0.076 -0.067
H -2.922100 0.614839 3.161734 0.373 -0.055 -0.295
H -1.321498 -0.853325 4.154487 -0.051 0.003 -0.285
H -2.834765 -2.094139 1.953201 -0.015 0.027 0.314
H -2.282310 -2.905776 3.457087 -0.083 0.057 -0.062
H -3.504027 -1.592917 3.553191 0.188 -0.197 -0.194
H 0.030597 -2.376625 3.008022 -0.239 0.192 -0.200
H -0.485723 -1.652705 1.435862 0.055 0.086 0.490
H 0.638061 -0.442166 4.810420 0.270 0.279 -0.146
H 2.081833 1.544326 5.136466 0.048 -0.055 -0.202
H 3.093771 2.719611 3.185733 -0.222 -0.198 0.052
H 2.733723 1.813663 0.873247 0.177 0.008 0.222
```
Positions in Å, forces in eV/Å.

This record from OMol25 describes a cluster of 10 separate species, CH23N2O9 in total. The level of theory is the ωB97M-V functional and the def2-TZVPD basis.

Summary:
- charge = +1
- LUMO (eV) = -2.474
- orbital gap (eV) = 11.300
- HOMO (eV) = -13.77

Structure (XYZ):
```
35
Properties=species:S:1:pos:R:3:forces:R:3
N -2.055277 -0.660609 -0.680204 -0.804 -0.684 2.649
C -1.152362 -1.077843 -1.537327 0.501 0.206 -0.589
N 0.048938 -1.520969 -1.303142 0.434 -1.536 0.264
H -2.001470 -0.644019 0.369971 0.954 -0.743 -1.415
H -3.043999 -0.623078 -0.871151 0.107 0.325 -1.151
H -1.386833 -0.973201 -2.583872 -0.330 0.511 -0.242
H 0.828305 -1.442231 -1.985836 -1.300 0.350 -0.095
H 0.323725 -2.204650 -0.594671 -0.296 0.913 0.796
H -2.804810 2.566280 -2.557289 -0.265 0.479 0.378
H -3.410716 2.077540 -1.145974 0.269 0.578 -0.514
O -3.058320 1.823122 -2.010997 0.015 -1.021 0.183
H 0.277983 1.505600 0.626543 0.028 0.110 0.551
H 0.693577 1.261849 2.128445 -0.149 0.484 0.023
O 0.340399 0.843665 1.330037 0.221 -0.555 -0.647
H -0.133863 -3.240322 1.229753 -0.049 -0.641 0.360
H 0.944350 -4.418103 1.210247 -0.484 0.090 0.035
O 0.798529 -3.468220 1.145106 0.251 0.585 -0.357
H 0.740907 0.584602 -3.492737 0.464 0.534 -0.114
H 2.222358 0.182920 -2.975582 -0.802 0.800 -0.278
O 1.320476 -0.114180 -3.197855 0.110 -1.083 -0.022
H 0.303773 2.892932 4.366475 -0.204 1.033 -0.183
H 1.130905 3.516584 3.060285 -0.625 0.812 0.616
O 0.914932 2.792853 3.641702 0.865 -1.949 -0.580
H -0.671165 -1.235593 2.597817 0.018 -0.377 0.866
H -2.011474 -2.042825 3.152074 0.739 0.022 0.528
O -1.580100 -1.520031 2.477241 -0.629 0.439 -1.652
H 1.869080 -0.101654 0.004209 -0.306 0.179 0.300
H 3.171838 -0.817020 -0.270264 -0.066 -0.141 0.095
O 2.216298 -0.949198 -0.280185 1.059 -0.010 -0.093
H 4.247960 0.376468 -2.583065 0.265 0.621 0.041
H 4.138077 1.941185 -2.371239 0.270 -0.123 -0.081
O 3.644771 1.131318 -2.518945 -0.082 -0.550 0.101
H -1.791330 0.846112 1.360952 0.497 -0.031 0.437
H -2.736912 1.175410 2.528495 0.063 -0.127 -0.023
O -2.338543 1.535294 1.730985 -0.734 0.501 -0.188
```
Positions in Å, forces in eV/Å.

This record from OMol25 describes a structure of composition C29H35FN4O6Rb. The level of theory is the ωB97M-V functional and the def2-TZVPD basis.

Summary:
- charge = +1
- LUMO (alpha / beta) (eV) = -3.247 / -3.256
- orbital gap (alpha / beta) (eV) = 5.677 / 5.668
- HOMO (alpha / beta) (eV) = -8.92 / -8.92

Structure (XYZ):
```
76
Properties=species:S:1:pos:R:3:forces:R:3
C -0.702966 -2.593026 -6.678916 3.160 -2.260 5.615
C -1.416785 -1.403999 -7.039421 -0.735 2.186 1.588
H -1.148482 -3.356025 -5.886637 0.394 1.444 -1.903
H 0.467119 -2.715547 -6.555914 -2.257 0.703 -0.717
C -1.770784 -0.094724 -6.583053 -0.056 -2.985 -2.520
C -1.818457 0.799762 -5.461575 3.756 -1.459 0.408
H -1.761013 0.321510 -4.540705 -0.833 -0.835 2.168
H -0.881046 1.392212 -5.447812 -1.112 1.128 -0.488
C -1.913919 -1.940023 -8.329221 -0.654 0.317 -1.328
H -1.594828 -2.974913 -8.472766 -0.049 0.101 -0.108
H -1.519269 -1.380671 -9.157935 -0.019 0.338 -0.683
H -2.989251 -1.949804 -8.348775 -0.656 0.191 -0.274
C -2.437964 0.666748 -7.663200 -1.030 1.162 -1.527
H -3.449976 0.241778 -7.873426 0.697 0.350 -0.058
H -1.858449 0.762015 -8.604064 -0.396 -0.264 0.353
H -2.608001 1.685847 -7.287946 -0.141 -0.126 -0.400
Rb -0.948424 0.219681 0.442317 -0.092 -0.214 -0.038
O 0.256279 -0.154674 -1.828607 -0.312 -1.786 -0.082
C 1.039921 -0.100876 -2.756238 -0.532 2.164 0.670
O 0.949980 2.098324 -0.784449 0.737 0.132 -1.199
C 1.583527 2.125479 -1.808733 -0.155 -0.545 -0.277
O 2.531311 3.065763 -2.063254 -0.357 -0.885 -1.328
N 1.521945 1.204828 -2.959075 0.417 1.008 1.181
C 3.108200 2.832404 -3.404485 0.586 0.524 0.686
C 2.288524 1.734275 -4.060798 -0.218 0.093 -0.415
H 4.148343 2.488626 -3.276247 -0.389 0.422 0.131
H 3.071946 3.794422 -3.947702 0.089 -0.576 0.349
H 2.913567 0.968794 -4.520774 0.051 0.044 0.081
H 1.648988 2.170239 -4.846686 -0.023 -0.292 0.268
C 1.462823 -1.207641 -3.598938 -3.646 0.158 -0.945
C 0.474849 -2.248991 -3.373565 -1.607 0.275 -4.675
H 1.299495 -0.751569 -4.701465 2.085 -2.130 1.433
H -0.712738 -2.009326 -3.628088 2.570 -0.157 2.880
H 0.551399 -3.291548 -3.846530 0.742 1.505 0.675
F -0.626761 3.273565 7.133830 0.110 -0.738 -0.071
C -0.314117 1.956895 6.838609 -0.023 0.698 0.810
C -0.243923 1.591156 5.537311 0.020 -0.242 -0.835
C 0.159982 0.287574 5.206732 -0.142 0.176 -0.382
C 0.271894 -0.115713 3.798934 -0.519 0.451 -0.748
O -0.079247 0.626431 2.857762 0.287 -0.195 1.532
C 0.811732 -1.427369 3.563389 -0.092 0.439 -1.150
C 1.111280 -2.240472 4.566686 0.001 -1.281 1.033
N 0.795931 -1.968889 5.897268 -0.280 3.023 -1.732
C 0.894901 -2.970763 6.856201 0.310 -1.294 1.318
C 0.790292 -4.414262 6.452150 -0.052 0.114 -0.874
C 2.117518 -3.837334 6.840435 0.264 -0.329 1.076
C 0.448405 -0.635722 6.213141 0.644 -1.576 1.256
C 0.428952 -0.247434 7.581438 -1.353 2.738 -1.339
C -0.006575 1.086689 7.906630 0.731 -2.090 -1.352
N -0.084946 1.454889 9.236619 -0.070 0.379 0.952
C 0.915547 1.015849 10.187682 -0.045 -0.014 -0.446
C 0.227792 0.429968 11.409470 0.128 -0.556 -0.583
N -0.715076 1.463249 11.905430 0.416 0.841 1.070
C -1.705003 2.010296 10.949414 -0.410 -0.217 -0.934
C -0.939415 2.517210 9.733488 0.280 -0.220 -0.170
C 0.928661 -1.811431 2.069471 -0.064 -0.137 0.335
O 1.995183 -1.498815 1.530564 -0.264 -0.185 -0.272
O -0.131328 -2.328788 1.618275 0.524 0.458 0.002
H -0.489950 2.294649 4.722350 0.257 -0.449 0.560
H 1.582892 -3.231562 4.402757 -0.538 0.895 -0.071
H 0.459434 -2.736002 7.831184 0.175 -0.032 -0.562
H 0.321526 -5.074764 7.154488 -0.207 -0.250 0.052
H 0.629413 -4.630010 5.384024 -0.065 -0.005 0.787
H 2.843173 -3.656204 6.058579 0.042 0.016 0.149
H 2.502242 -4.136383 7.821132 0.123 0.068 -0.541
H 0.707488 -0.916960 8.349931 0.098 -0.476 0.548
H 1.548949 1.873968 10.492547 -0.069 -0.219 0.010
H 1.564927 0.268888 9.717193 -0.110 0.285 0.289
H -0.372397 -0.453232 11.168814 0.186 0.120 -0.081
H 0.936142 0.187526 12.204431 -0.161 0.105 0.026
H -1.200611 1.120603 12.728425 0.031 0.061 0.310
H -0.130537 2.268278 12.172127 -0.188 -0.211 0.363
H -2.261586 2.812215 11.436118 0.098 -0.096 0.119
H -2.387052 1.192372 10.696410 0.104 0.180 -0.089
H -0.314403 3.382975 10.026943 -0.305 0.001 -0.081
H -1.642494 2.831312 8.963703 0.111 0.038 0.198
```
Positions in Å, forces in eV/Å.

This record from OMol25 describes a structure of composition C16H25AuN2O2S. The level of theory is the ωB97M-V functional and the def2-TZVPD basis.

Summary:
- charge = 0
- LUMO (eV) = 0.245
- orbital gap (eV) = 7.848
- HOMO (eV) = -7.60

Structure (XYZ):
```
47
Properties=species:S:1:pos:R:3:forces:R:3
Au 0.493766 0.611780 0.403976 0.299 0.380 -0.329
C -2.100773 -1.362664 -0.779568 -0.042 -0.113 -0.014
C -2.847884 -0.030853 -0.851638 -0.097 0.063 -0.019
N -2.157077 1.069557 -0.196165 -0.060 -0.039 -0.004
C -2.042006 2.304422 -0.945062 -0.025 0.009 0.053
C -1.128441 2.195049 -2.166115 -0.064 0.066 -0.064
S 0.545574 1.580771 -1.811704 -0.087 -0.185 0.301
C 0.620613 0.080633 -2.828539 0.041 -0.071 -0.070
C -0.497213 -0.943244 -2.617491 -0.050 -0.010 -0.025
N -0.720376 -1.278352 -1.227927 -0.006 -0.035 0.012
H -2.078241 -1.705149 0.256224 0.000 0.032 0.019
H -2.691585 -2.097505 -1.350752 0.019 0.016 0.023
H -3.021387 0.238679 -1.896593 0.014 -0.006 -0.007
H -3.846714 -0.189374 -0.428987 0.032 -0.013 -0.005
H -2.508156 1.241432 0.733297 0.018 -0.015 0.008
H -3.012593 2.675850 -1.310612 0.033 -0.007 0.006
H -1.640880 3.061691 -0.269146 0.007 -0.005 -0.010
H -1.567573 1.552750 -2.927055 0.003 -0.054 -0.012
H -1.032986 3.182329 -2.618322 0.056 -0.003 0.034
H 0.657042 0.368016 -3.880935 0.000 0.052 0.017
H 1.591712 -0.349593 -2.575465 -0.007 0.017 0.041
H -1.424646 -0.553217 -3.039093 0.009 -0.002 -0.016
H -0.249413 -1.823516 -3.224107 0.013 0.026 0.017
H -0.194333 -2.089441 -0.939716 0.007 0.009 0.004
C 5.320952 2.909711 -1.852943 0.021 0.024 -0.052
C 4.571682 2.294401 -0.703922 -0.008 -0.025 0.012
C 4.572715 0.918365 -0.510338 -0.007 -0.021 0.033
C 3.905164 0.332217 0.559523 -0.022 0.085 -0.005
C 3.903676 -1.157983 0.749798 -0.004 -0.077 -0.018
C 3.207194 1.152355 1.445823 -0.024 0.016 0.054
C 3.206741 2.537373 1.285653 0.028 -0.054 -0.016
C 2.453195 3.406534 2.250119 -0.047 0.063 0.056
C 3.887969 3.088364 0.208365 0.012 -0.001 -0.014
C 2.418361 0.522826 2.579249 0.055 -0.203 -0.095
O 2.936887 0.338449 3.662450 0.028 0.082 0.069
O 1.195567 0.166134 2.294837 -0.158 -0.018 0.030
H 5.397094 2.215603 -2.689889 0.005 -0.012 -0.017
H 6.337385 3.182555 -1.561381 0.009 0.001 0.018
H 4.828604 3.815419 -2.207481 -0.009 0.015 0.001
H 5.111595 0.282968 -1.205995 0.013 -0.008 -0.020
H 4.510313 -1.650901 -0.009834 0.005 -0.001 0.001
H 2.886367 -1.554321 0.692289 -0.007 -0.004 0.010
H 4.290866 -1.427224 1.733415 0.000 0.014 0.007
H 1.397177 3.126878 2.279971 -0.014 -0.004 -0.009
H 2.525148 4.456791 1.968486 -0.006 0.004 0.004
H 2.837210 3.291440 3.264541 0.022 -0.019 0.003
H 3.880908 4.165076 0.076295 -0.001 0.032 -0.012
```
Positions in Å, forces in eV/Å.